Formula: C27H28N3O2S4TeTl
Source: the Open Molecules 2025 dataset
Level of theory: the ωB97M-V functional and the def2-TZVPD basis

Atoms and positions in Å:
Tl 0.50 -0.32 -1.70
O 2.43 -0.12 -8.41
C 2.11 -0.35 -7.25
S 3.22 -0.25 -5.89
C 2.10 -0.77 -4.64
C 0.84 -1.04 -5.02
S -0.49 -1.50 -4.01
S 0.50 -0.84 -6.74
S 2.72 -0.84 -3.01
N 5.14 -3.55 3.63
C 4.49 -4.23 2.63
O 4.52 -5.44 2.55
C 3.74 -3.36 1.66
C 4.11 -2.05 1.39
C 3.33 -1.31 0.52
N 2.23 -1.80 -0.05
C 1.89 -3.06 0.19
C 2.62 -3.88 1.03
H 5.57 -4.10 4.35
H 4.93 -2.59 3.81
H 5.00 -1.61 1.82
H 3.58 -0.28 0.27
H 0.98 -3.40 -0.29
H 2.32 -4.91 1.22
Te 1.56 2.40 -1.54
C 0.06 3.55 -0.58
C 0.38 4.78 -0.01
C -0.59 5.55 0.61
C -1.90 5.11 0.68
C -2.23 3.88 0.11
C -1.26 3.12 -0.52
H 1.41 5.14 -0.05
H -0.31 6.51 1.06
H -2.66 5.70 1.18
H -3.24 3.50 0.18
H -1.54 2.16 -0.95
C 0.98 1.37 2.50
C 0.31 0.23 1.74
C 0.53 -1.11 2.47
C -1.17 0.42 1.50
C -1.93 1.06 2.47
C -3.31 1.20 2.37
C -3.92 0.68 1.24
C -3.22 0.05 0.22
C -4.01 -0.41 -0.99
C -3.63 0.34 -2.26
C -3.95 -1.93 -1.21
C -1.79 -0.13 0.32
N -1.21 -0.87 -0.67
H 2.06 1.21 2.53
H 0.64 1.43 3.54
H 0.79 2.33 2.01
H 0.80 0.16 0.78
H 0.06 -1.07 3.45
H 1.60 -1.32 2.60
H 0.07 -1.92 1.90
H -1.42 1.47 3.34
H -3.87 1.71 3.14
H -5.00 0.79 1.12
H -5.05 -0.16 -0.77
H -2.61 0.11 -2.56
H -3.71 1.42 -2.11
H -4.30 0.06 -3.08
H -2.92 -2.22 -1.45
H -4.60 -2.22 -2.04
H -4.26 -2.47 -0.32

**HOMO energy**: -0.037 Ha
**Multiplicity**: 1
**LUMO level**: 3.78 eV
**ΔE to the lowest compared entry with this formula, charge and spin**: 4.9 kcal per mole
**Maximum force**: 0.42 eV Å⁻¹
**Charge**: -2

Löwdin atomic charges, in units of e: 0.267, -0.130, -1.073, 0.912, -1.180, -1.206, 0.441, 0.915, 0.407, 0.159, -0.500, 0.051, -0.149, -0.018, -0.133, 0.006, -0.114, 0.012, 0.102, 0.092, 0.107, 0.115, 0.123, 0.118, 0.747, -0.668, -0.192, -0.129, -0.122, -0.092, -0.144, 0.074, 0.084, 0.084, 0.095, 0.072, -0.077, -0.407, -0.065, -0.170, -0.083, -0.143, -0.096, -0.170, -0.389, -0.077, -0.087, -0.378, -0.144, 0.069, 0.062, 0.072, 0.022, 0.080, 0.057, 0.074, 0.091, 0.072, 0.091, 0.109, 0.026, 0.070, 0.070, 0.052, 0.064, 0.069



Formula: C13H13BaBr2I2NO3
Source: the Open Molecules 2025 dataset
Level of theory: the ωB97M-V functional and the def2-TZVPD basis

Atoms and positions in Å:
C -2.59 0.42 -1.29
C -1.66 -0.27 -0.95
C -0.37 -0.70 -0.43
C -0.51 -1.98 0.55
Br -2.39 -2.25 1.08
C 0.31 -1.89 1.83
C 1.86 -1.93 1.66
Br -0.16 -3.57 2.97
C 0.42 -1.27 -1.66
O -0.38 -1.98 -2.59
C -0.70 -1.27 -3.66
N -1.02 -0.53 -4.47
C 1.27 -0.09 -2.17
O 2.09 -0.09 -3.02
O 0.94 0.97 -1.38
C 0.58 0.48 -0.08
C 0.12 1.73 0.75
I -1.42 1.23 2.18
C -0.25 2.95 -0.11
C -1.18 3.98 0.57
I 1.57 4.00 -0.61
H -3.52 0.88 -1.53
H -0.28 -2.88 -0.01
H 0.00 -1.06 2.47
H 2.22 -0.94 1.90
H 2.41 -2.60 2.33
H 2.14 -2.11 0.62
H 1.17 -2.00 -1.34
H 1.55 0.20 0.35
H 0.96 2.02 1.36
H -0.74 2.66 -1.04
H -1.09 4.91 0.01
H -0.86 4.21 1.59
H -2.22 3.68 0.51
Ba 1.67 -4.91 3.61

**HOMO energy**: -0.491 Ha
**Multiplicity**: 1
**LUMO level**: -8.67 eV
**ΔE to the lowest compared entry with this formula, charge and spin**: 0.0 kcal per mole
**Maximum force**: 10.00 eV Å⁻¹
**Charge**: +2

Löwdin atomic charges, in units of e: 0.201, -0.175, -0.326, -0.615, 0.787, -0.554, -0.095, 0.413, -0.157, 0.069, -0.302, 0.233, -0.398, 0.239, -0.020, -0.267, -0.653, 1.077, -0.792, -0.239, 0.965, 0.079, 0.097, 0.002, 0.102, 0.005, 0.096, 0.161, 0.138, 0.049, 0.077, 0.055, 0.065, 0.062, 1.622



Please write out number 1 again, unchanged.
Formula: C27H28N3O2S4TeTl
Source: the Open Molecules 2025 dataset
Level of theory: the ωB97M-V functional and the def2-TZVPD basis

Atoms and positions in Å:
Tl 0.50 -0.32 -1.70
O 2.43 -0.12 -8.41
C 2.11 -0.35 -7.25
S 3.22 -0.25 -5.89
C 2.10 -0.77 -4.64
C 0.84 -1.04 -5.02
S -0.49 -1.50 -4.01
S 0.50 -0.84 -6.74
S 2.72 -0.84 -3.01
N 5.14 -3.55 3.63
C 4.49 -4.23 2.63
O 4.52 -5.44 2.55
C 3.74 -3.36 1.66
C 4.11 -2.05 1.39
C 3.33 -1.31 0.52
N 2.23 -1.80 -0.05
C 1.89 -3.06 0.19
C 2.62 -3.88 1.03
H 5.57 -4.10 4.35
H 4.93 -2.59 3.81
H 5.00 -1.61 1.82
H 3.58 -0.28 0.27
H 0.98 -3.40 -0.29
H 2.32 -4.91 1.22
Te 1.56 2.40 -1.54
C 0.06 3.55 -0.58
C 0.38 4.78 -0.01
C -0.59 5.55 0.61
C -1.90 5.11 0.68
C -2.23 3.88 0.11
C -1.26 3.12 -0.52
H 1.41 5.14 -0.05
H -0.31 6.51 1.06
H -2.66 5.70 1.18
H -3.24 3.50 0.18
H -1.54 2.16 -0.95
C 0.98 1.37 2.50
C 0.31 0.23 1.74
C 0.53 -1.11 2.47
C -1.17 0.42 1.50
C -1.93 1.06 2.47
C -3.31 1.20 2.37
C -3.92 0.68 1.24
C -3.22 0.05 0.22
C -4.01 -0.41 -0.99
C -3.63 0.34 -2.26
C -3.95 -1.93 -1.21
C -1.79 -0.13 0.32
N -1.21 -0.87 -0.67
H 2.06 1.21 2.53
H 0.64 1.43 3.54
H 0.79 2.33 2.01
H 0.80 0.16 0.78
H 0.06 -1.07 3.45
H 1.60 -1.32 2.60
H 0.07 -1.92 1.90
H -1.42 1.47 3.34
H -3.87 1.71 3.14
H -5.00 0.79 1.12
H -5.05 -0.16 -0.77
H -2.61 0.11 -2.56
H -3.71 1.42 -2.11
H -4.30 0.06 -3.08
H -2.92 -2.22 -1.45
H -4.60 -2.22 -2.04
H -4.26 -2.47 -0.32

**HOMO energy**: -0.037 Ha
**Multiplicity**: 1
**LUMO level**: 3.78 eV
**ΔE to the lowest compared entry with this formula, charge and spin**: 4.9 kcal per mole
**Maximum force**: 0.42 eV Å⁻¹
**Charge**: -2

Löwdin atomic charges, in units of e: 0.267, -0.130, -1.073, 0.912, -1.180, -1.206, 0.441, 0.915, 0.407, 0.159, -0.500, 0.051, -0.149, -0.018, -0.133, 0.006, -0.114, 0.012, 0.102, 0.092, 0.107, 0.115, 0.123, 0.118, 0.747, -0.668, -0.192, -0.129, -0.122, -0.092, -0.144, 0.074, 0.084, 0.084, 0.095, 0.072, -0.077, -0.407, -0.065, -0.170, -0.083, -0.143, -0.096, -0.170, -0.389, -0.077, -0.087, -0.378, -0.144, 0.069, 0.062, 0.072, 0.022, 0.080, 0.057, 0.074, 0.091, 0.072, 0.091, 0.109, 0.026, 0.070, 0.070, 0.052, 0.064, 0.069



Which value of HOMO energy does entry 1 give?
-0.037 Ha



Among the records above, which one has the lowest maximum force?
C27H28N3O2S4TeTl



What is the formula in the first record?
C27H28N3O2S4TeTl